No. 1
C23H37CeN2O2P3 as an isolated structure in a non-equilibrium geometry, computed with ωB97M-V with the def2-TZVPD basis set.

Properties
Gap between HOMO and LUMO (alpha / beta), hartree: 0.1557 / 0.1550
E_LUMO (alpha / beta), eV: -15.7 / -15.7
Charge: +4
Multiplicity: 1

Each line ends with the natural charge from an NBO analysis.
Positions of all 68 atoms, in Å:
Ce  0.007  -0.030  -1.457  0.571
P  -2.083  -2.003  -0.113  1.030
P  -0.816  2.843  -0.623  1.071
P  2.825  -0.652  -0.175  0.990
O  -2.835  0.919  1.255  -0.435
O  1.987  2.205  1.255  -0.425
N  0.024  -0.098  7.631  -0.093
N  0.084  -0.372  2.237  -0.473
C  -0.881  3.888  0.859  -0.938
C  0.740  -1.534  -3.261  -0.181
C  -0.235  0.895  4.248  -0.119
C  -0.666  -1.484  -3.309  -0.223
C  -1.987  0.582  0.523  0.625
C  -1.392  -3.665  -0.434  -0.919
C  -0.213  0.763  2.852  -0.006
C  0.038  -0.140  6.459  0.175
C  -1.324  -0.251  -3.496  -0.163
C  1.491  -0.346  -3.376  -0.207
C  0.063  -0.242  5.020  -0.063
C  -3.545  -2.005  -1.218  -0.924
C  3.492  -0.917  1.503  -0.910
C  -2.504  3.073  -1.280  -0.930
C  0.374  -1.437  4.355  -0.170
C  1.362  1.585  0.483  0.633
C  3.460  -2.157  -0.997  -0.919
C  0.135  3.904  -1.768  -0.932
C  -2.877  -2.320  1.493  -0.918
C  -0.574  0.937  -3.602  -0.227
C  0.836  0.887  -3.561  -0.200
C  4.032  0.572  -0.817  -0.916
C  0.371  -1.461  2.953  0.017
H  0.035  3.573  -2.809  0.237
H  -2.640  4.142  -1.487  0.301
H  3.214  -0.092  2.168  0.266
H  2.888  -3.029  -0.660  0.262
H  -0.267  4.921  -1.678  0.303
H  -2.411  -0.201  -3.472  0.318
H  -2.212  -4.396  -0.454  0.300
H  -3.555  -1.505  1.765  0.273
H  -3.448  -3.257  1.446  0.299
H  -0.484  1.865  4.679  0.264
H  5.031  0.117  -0.827  0.298
H  -2.117  -2.416  2.276  0.271
H  -3.244  2.746  -0.540  0.276
H  1.199  3.914  -1.499  0.268
H  1.417  1.808  -3.583  0.323
H  4.047  1.465  -0.183  0.270
H  2.568  -0.366  -3.223  0.318
H  -4.087  -1.056  -1.134  0.263
H  4.587  -0.989  1.471  0.298
H  3.094  -1.848  1.922  0.269
H  -1.516  3.433  1.630  0.270
H  -1.243  -2.383  -3.102  0.318
H  -1.085  1.897  -3.614  0.316
H  0.123  4.044  1.272  0.276
H  -1.310  4.862  0.587  0.307
H  -0.445  1.621  2.222  0.175
H  -4.211  -2.823  -0.915  0.303
H  0.618  -2.357  4.893  0.279
H  4.514  -2.291  -0.722  0.299
H  3.772  0.875  -1.839  0.228
H  1.240  -2.478  -3.052  0.324
H  0.614  -2.383  2.397  0.206
H  -0.851  -3.702  -1.388  0.228
H  3.383  -2.084  -2.087  0.231
H  -2.653  2.506  -2.209  0.234
H  -3.255  -2.151  -2.266  0.233
H  -0.698  -3.925  0.375  0.271

***

No. 2
C23H37Cl5N2O3PPt as an isolated structure, computed with ωB97M-V with the def2-TZVPD basis set.

Properties
Gap between HOMO and LUMO, hartree: 0.2103
E_LUMO, eV: -10.9
Charge: +3
Multiplicity: 1
Relative energy (zero: lowest compared OMol25 entry of this formula, charge and spin), kJ/mol: 495.3

Each line ends with the Löwdin charge.
Positions of all 72 atoms, in Å:
Pt  0.554  0.247  0.253  1.085
Cl  4.107  -4.635  -2.291  0.794
Cl  1.061  -5.121  -1.801  0.775
Cl  5.356  -1.877  -1.577  0.788
Cl  -0.758  -3.131  -0.245  0.906
Cl  3.634  0.344  -0.305  0.739
P  0.475  -0.511  2.221  1.094
O  -0.190  2.108  0.979  -0.194
O  -1.800  1.367  -1.092  -0.137
O  0.814  1.065  -1.641  -0.164
N  0.599  1.693  -3.777  -0.097
N  -0.913  4.225  0.966  -0.103
C  1.782  -3.611  -1.405  -0.699
C  -1.439  1.371  -2.452  -0.097
C  -1.831  -2.813  -1.957  -0.336
C  -2.017  2.644  -0.529  -0.085
C  0.073  1.377  -2.619  -0.356
C  2.055  1.743  -3.970  0.028
C  3.699  -2.154  -1.310  -0.694
C  1.027  -2.587  -0.844  -0.438
C  -0.210  2.060  -4.948  0.012
C  -0.805  0.138  3.309  -0.545
C  3.141  -3.401  -1.633  -0.695
C  -1.850  5.281  0.562  0.014
C  1.526  -1.645  3.130  -0.527
C  1.534  -1.355  -0.492  -0.410
C  2.851  -2.033  2.483  -0.074
C  0.104  4.630  1.942  0.020
C  -2.090  -0.677  3.012  -0.072
C  -3.181  -3.232  -1.593  -0.079
C  -1.080  -2.435  -2.943  0.054
C  0.757  -2.867  3.679  -0.051
C  -0.963  2.996  0.512  -0.363
C  -0.475  0.244  4.799  -0.067
C  2.897  -1.159  -0.752  -0.706
H  -2.791  4.873  0.207  0.093
H  2.308  2.691  -4.441  0.114
H  -0.949  1.138  2.891  0.091
H  0.427  5.640  1.698  0.111
H  -1.292  0.775  5.288  0.105
H  0.438  0.811  4.982  0.094
H  -0.074  -3.688  0.757  0.021
H  -0.008  -2.319  -2.812  0.070
H  3.460  -2.527  3.241  0.110
H  -2.993  2.637  -0.035  0.158
H  -1.141  1.501  -4.981  0.096
H  -2.910  -0.193  3.543  0.107
H  3.405  -1.168  2.124  0.066
H  -0.321  4.630  2.946  0.112
H  -0.391  -0.728  5.281  0.083
H  -1.501  -2.253  -3.927  0.116
H  0.952  3.957  1.898  0.093
H  1.441  -3.421  4.320  0.113
H  -0.120  -2.610  4.266  0.068
H  -1.834  0.458  -2.900  0.139
H  -2.023  -1.702  3.374  0.080
H  -1.894  -3.766  0.222  0.028
H  2.561  1.662  -3.015  0.078
H  -3.213  -4.262  -1.223  0.103
H  0.455  -3.538  2.872  0.068
H  -0.416  3.131  -4.955  0.117
H  -1.402  5.911  -0.207  0.118
H  2.362  0.929  -4.626  0.113
H  0.360  1.812  -5.839  0.111
H  -2.046  3.415  -1.300  0.141
H  1.731  -0.978  3.992  0.132
H  -2.064  5.895  1.434  0.113
H  -3.785  -3.236  -2.505  0.129
H  -1.887  2.215  -2.979  0.138
H  -3.653  -2.563  -0.872  0.103
H  2.708  -2.736  1.661  0.081
H  -2.341  -0.682  1.949  0.069

***

No. 3
C23H37FN5OsSSi as an isolated structure, computed with ωB97M-V with the def2-TZVPD basis set.

Properties
Gap between HOMO and LUMO (alpha / beta), hartree: 0.2256 / 0.2197
E_LUMO (alpha / beta), eV: -4.5 / -4.7
Charge: +1
Multiplicity: 1
Relative energy (zero: lowest compared OMol25 entry of this formula, charge and spin), kJ/mol: 0.0

Each line ends with the natural charge from an NBO analysis.
Positions of all 69 atoms, in Å:
Os  -0.231  -0.043  -0.116  1.163
S  1.110  -2.799  3.399  -0.029
Si  -0.245  3.220  1.018  1.810
F  -2.263  -0.542  1.096  -0.347
N  4.123  0.568  1.473  -0.438
N  -1.404  1.275  -1.449  -0.788
N  -0.431  1.410  1.159  -0.850
N  0.609  -1.353  1.089  -0.696
N  -0.860  -1.869  -1.231  -0.797
C  0.871  3.953  2.324  -1.143
C  3.787  1.018  -1.340  -0.219
C  3.726  0.870  -2.716  -0.183
C  -0.927  -2.328  -2.645  -0.218
C  -0.977  0.928  2.395  0.112
C  -2.158  -0.166  4.701  -0.181
C  -1.156  0.788  4.800  -0.186
C  -1.948  1.032  -2.818  -0.215
C  -0.569  1.328  3.665  -0.236
C  -1.969  3.915  1.176  -1.146
C  -1.624  -1.386  -3.630  -0.420
C  -2.561  -0.610  3.447  -0.244
C  4.331  1.065  2.820  -0.409
C  1.472  0.391  -1.120  -0.187
C  0.525  3.697  -0.628  -1.171
C  1.428  0.249  -2.517  -0.258
C  -2.585  -0.339  -3.042  -0.424
C  4.228  -0.883  1.445  -0.424
C  2.537  0.475  -3.313  -0.207
C  2.682  0.778  -0.524  0.062
C  -1.954  -0.053  2.355  0.328
C  0.808  -1.972  2.082  0.196
C  2.845  1.020  0.962  -0.272
H  -0.809  1.108  5.773  0.234
H  5.306  0.741  3.183  0.213
H  1.111  4.600  -0.445  0.270
H  -3.064  -0.687  -2.121  0.202
H  3.517  -1.369  2.136  0.175
H  -3.307  -1.381  3.316  0.245
H  2.473  0.344  -4.386  0.221
H  4.712  1.310  -0.860  0.242
H  0.239  2.033  3.770  0.236
H  -0.880  -0.863  -4.234  0.211
H  4.313  2.157  2.822  0.195
H  -0.207  3.983  -1.388  0.235
H  -2.199  1.512  -0.858  0.393
H  -2.643  3.536  0.403  0.227
H  0.506  -0.070  -2.990  0.189
H  -2.681  1.816  -3.013  0.208
H  -2.169  -2.018  -4.331  0.237
H  -2.605  -0.588  5.590  0.236
H  -2.414  3.684  2.146  0.257
H  -0.209  -2.501  -0.761  0.423
H  -1.750  -2.083  -0.780  0.397
H  0.096  -2.517  -2.966  0.223
H  3.566  0.700  3.526  0.165
H  4.038  -1.252  0.437  0.202
H  2.011  0.580  1.520  0.180
H  1.825  3.434  2.414  0.250
H  -0.861  2.132  -1.512  0.423
H  0.431  4.053  3.315  0.250
H  -3.401  -0.196  -3.751  0.242
H  1.209  2.952  -1.042  0.264
H  -1.133  1.183  -3.525  0.211
H  4.605  1.061  -3.318  0.227
H  5.238  -1.178  1.729  0.210
H  -1.939  5.002  1.074  0.259
H  1.086  4.969  1.978  0.256
H  -1.440  -3.290  -2.633  0.207
H  2.799  2.102  1.126  0.202

***

No. 4
C23H37MnN7O as an isolated structure, computed with ωB97M-V with the def2-TZVPD basis set.

Properties
Gap between HOMO and LUMO (alpha / beta), hartree: 0.1697 / 0.2092
E_LUMO (alpha / beta), eV: -11.5 / -10.4
Charge: +3
Multiplicity: 5

Each line ends with the Löwdin charge.
Positions of all 69 atoms, in Å:
Mn  0.933  0.139  0.797  1.019
O  -5.435  2.751  0.340  0.167
N  0.836  0.800  2.712  -0.117
N  3.040  0.263  1.047  -0.102
N  1.029  -0.582  -1.087  -0.106
N  -0.009  1.786  0.152  -0.088
N  -3.334  3.239  -0.301  0.164
N  0.351  -1.805  1.337  -0.101
N  -4.138  0.968  -0.199  0.130
C  3.497  -1.199  -1.023  -0.131
C  -2.333  -1.226  -3.347  -0.289
C  3.248  0.253  2.529  -0.148
C  -3.459  -1.101  -1.201  -0.026
C  -1.832  -2.029  -4.516  -0.032
C  0.769  2.753  -0.371  -0.114
C  2.223  1.171  3.160  -0.113
C  -1.976  3.079  -0.294  -0.207
C  0.903  -2.349  2.616  -0.145
C  -2.334  0.168  -3.377  -0.026
C  0.454  -1.971  -1.107  -0.119
C  -2.912  -1.843  -2.238  -0.059
C  0.733  -2.689  0.193  -0.139
C  0.218  3.931  -0.834  0.008
C  -4.389  2.322  -0.046  -0.483
C  -3.483  0.292  -1.265  -0.258
C  -1.341  1.938  0.214  -0.039
C  0.644  -1.483  3.860  -0.128
C  -2.917  0.925  -2.365  -0.020
C  3.988  -0.661  0.334  -0.126
C  -1.153  4.096  -0.796  0.070
C  0.068  -0.095  3.644  -0.149
C  2.386  -0.435  -1.720  -0.141
H  -2.626  -2.152  -5.254  0.104
H  -4.928  0.458  0.178  0.163
H  -2.989  1.996  -2.492  0.118
H  0.853  -2.523  -1.960  0.153
H  -1.000  -1.537  -5.018  0.083
H  4.200  -1.488  1.010  0.130
H  2.394  2.201  2.839  0.142
H  1.837  2.581  -0.414  0.107
H  -0.620  -1.856  -1.264  0.104
H  1.561  -1.424  4.447  0.127
H  0.012  0.414  4.608  0.149
H  0.182  -3.631  0.235  0.156
H  3.223  -2.250  -0.943  0.108
H  -1.937  0.682  -4.244  0.126
H  1.787  -2.927  0.318  0.116
H  2.291  -0.796  -2.746  0.147
H  -1.599  5.009  -1.172  0.149
H  -0.952  -0.136  3.254  0.130
H  -2.978  -2.925  -2.202  0.128
H  4.258  0.575  2.788  0.156
H  -1.518  -3.029  -4.215  0.082
H  -0.669  -1.815  1.402  0.150
H  -0.072  -1.990  4.509  0.140
H  4.926  -0.121  0.204  0.143
H  0.394  -0.002  -1.640  0.130
H  -3.691  4.184  -0.364  0.175
H  0.298  1.664  2.674  0.133
H  4.347  -1.192  -1.707  0.142
H  0.488  -3.347  2.764  0.147
H  2.593  0.636  -1.782  0.126
H  -1.923  1.137  0.649  0.120
H  2.283  1.156  4.249  0.152
H  1.971  -2.487  2.445  0.113
H  3.283  1.205  0.741  0.129
H  3.137  -0.775  2.868  0.108
H  0.856  4.706  -1.237  0.139
H  -3.947  -1.609  -0.375  0.122

***

These records have energy values of -2656.06586 -3994.23911 -2050.42619 -2507.27275 a.u., in the order they appear.